a | C24H30N4O4 | the ωB97M-V functional and the def2-TZVPD basis

Summary:
* SMILES string: CCOc1ccc(N(CC(=O)NC2CCCC2)C(=O)CCC(=O)Nc2ccccn2)cc1
* LUMO: 0.596 eV
* HOMO-LUMO gap: 9.4 eV

Structure (XYZ):
```
62
Properties=species:S:1:pos:R:3:mulliken_charge:R:1
O -0.06583 -1.22272 1.01378 -0.507
O 3.33016 4.76666 -0.12171 -0.424
O -1.93148 1.56752 -2.78990 -0.737
O 0.99495 -2.25379 -1.98926 -0.665
N 0.99836 -3.23068 0.99921 0.053
N 1.08758 -0.00740 -1.88126 0.664
N 0.34286 -5.40117 0.95533 -0.600
N -1.68624 0.09709 -1.09105 0.436
C -2.34884 -4.77342 0.97418 -0.365
C 0.95657 -1.87889 0.96454 0.120
C -1.40310 -3.76545 1.00436 0.508
C -4.81204 -0.60638 0.68985 -0.737
C -0.06027 -4.13591 0.98447 -0.031
C 2.75156 -1.32143 -0.65821 -1.045
C 1.68003 3.00117 0.20108 -0.382
C 2.84048 5.47846 0.99959 -0.268
C 2.73436 3.60406 -0.47894 0.732
C -1.30242 0.69180 -2.22982 0.790
C 2.71252 1.80201 -2.07910 -0.544
C 3.66256 6.75051 1.13200 -1.430
C 1.53555 -1.24280 -1.57610 0.965
C 2.31611 -1.21871 0.81439 -0.815
C -2.76994 0.64382 1.07923 -0.547
C -2.93673 0.39802 -0.43520 -0.318
C 0.00114 0.15011 -2.82806 -0.755
C 1.66337 1.19900 -1.39199 -1.590
C -1.93440 -6.09714 0.93476 -0.497
C -3.79939 -0.25486 1.77827 -0.725
C 1.15000 1.80717 -0.25745 -0.090
C -0.57304 -6.35225 0.93019 -0.381
C 3.24573 2.98734 -1.62469 -0.675
C -3.94262 -0.75910 -0.55165 -0.783
H 1.77994 5.72471 0.85437 0.373
H -5.51390 0.21724 0.55047 0.307
H 3.56379 7.35054 0.23177 0.331
H 3.21368 -2.29257 -0.84427 0.579
H -0.20216 -0.83863 -3.25272 0.444
H 4.05916 3.46799 -2.14426 0.452
H 3.31688 7.32670 1.98534 0.413
H -1.75979 0.38632 1.39165 -0.081
H -1.68193 -2.72698 1.04021 0.024
H 0.32936 1.34588 0.26957 0.716
H -2.64699 -6.90595 0.90911 0.384
H -3.40084 -4.52750 0.98157 0.461
H 0.30570 0.83355 -3.62655 0.318
H -1.10791 -0.61241 -0.66066 -0.349
H 1.89389 -3.69409 0.91233 0.288
H 3.05511 -1.68920 1.46395 0.486
H 3.46742 -0.53386 -0.89180 0.325
H -4.50863 -0.71564 -1.48024 0.350
H -4.26386 0.23816 2.63119 0.404
H -2.94218 1.69355 1.31389 0.461
H 4.71141 6.50229 1.26907 0.331
H -0.18822 -7.36319 0.90501 0.383
H -5.37939 -1.50724 0.92079 0.415
H 2.21007 -0.16994 1.09510 0.341
H -3.33024 1.28744 -0.93535 0.649
H 3.10548 1.33479 -2.97018 0.518
H 2.93967 4.86618 1.90683 0.351
H -3.40357 -1.70817 -0.52028 0.338
H -3.31740 -1.16478 2.13840 0.179
H 1.25787 3.45216 1.08483 0.453
```



b | C24H30N4O4 | the ωB97M-V functional and the def2-TZVPD basis

Summary:
* SMILES string: COc1ccc(NC(=O)N(CCCN(C)C)Cc2cc3cc(OC)ccc3[nH]c2=O)cc1
* LUMO: 0.209 eV
* HOMO-LUMO gap: 7.9 eV

Structure (XYZ):
```
62
Properties=species:S:1:pos:R:3:mulliken_charge:R:1
O -5.17271 -4.85729 0.48937 -0.464
O 6.22321 -3.35102 -0.46573 -0.439
O 2.49001 3.16634 0.57421 -0.778
O -0.45436 -0.74969 -1.46356 -0.708
N -2.89971 4.60960 -0.65376 0.057
N -0.23396 1.14304 -0.25200 0.419
N 4.12869 1.62828 0.68808 -0.042
N -1.80027 -0.44344 0.35922 0.098
C 5.93727 0.04894 0.92354 -0.955
C 2.90357 2.06364 0.24486 0.498
C -4.29836 -3.81219 0.37418 0.798
C 4.68709 0.40430 0.42411 -0.480
C -1.81815 2.78890 0.74797 0.257
C 0.84471 1.55975 -1.13559 -1.933
C -2.52035 -2.55840 -0.66039 -0.841
C -5.13851 -5.86437 -0.49021 -0.821
C 2.69855 -0.09969 -0.87944 -0.089
C 6.47680 -1.18960 0.64655 -0.566
C -1.74900 3.75593 -0.44693 -1.051
C -2.60396 -1.58526 0.32679 0.517
C -4.11283 3.89858 -0.98934 -0.986
C -0.51929 1.98512 0.89223 -1.570
C -4.38218 -2.83647 1.36732 -0.665
C 3.96904 -0.51164 -0.37048 0.929
C 5.77272 -2.10863 -0.13957 0.479
C -0.80695 -0.07288 -0.51399 0.515
C -3.35850 -3.66009 -0.63699 -0.338
C -3.11626 5.58010 0.39519 -1.000
C 4.52627 -1.76074 -0.63907 -0.444
C -3.54840 -1.74124 1.34275 -0.612
C 2.18720 1.12156 -0.61035 0.314
C 7.48579 -3.75905 0.00201 -0.877
H -5.91014 -6.57862 -0.20636 0.231
H -0.87864 4.40737 -0.32513 0.229
H -4.56713 3.37465 -0.13394 0.349
H 8.28440 -3.11223 -0.37567 0.345
H -3.62858 -0.99381 2.12065 0.341
H 6.48854 0.75093 1.53221 0.359
H -1.99369 0.16955 1.13453 -0.022
H 0.31473 2.68319 0.99259 0.437
H -0.54554 1.38459 1.81134 0.486
H -3.89974 3.17204 -1.77148 0.298
H -3.26289 -4.39322 -1.42214 0.363
H 7.52252 -3.78396 1.09601 0.343
H -2.67082 2.12077 0.61066 0.267
H -1.96894 3.35481 1.66934 0.351
H 4.64403 2.27819 1.27046 0.218
H -3.50810 5.14227 1.32656 0.360
H 2.13658 -0.78845 -1.49369 0.502
H 3.98827 -2.47258 -1.24409 0.504
H -1.79557 -2.44911 -1.44891 0.513
H 0.82759 2.64724 -1.22151 0.518
H -5.11334 -2.95944 2.15049 0.406
H -3.83600 6.31895 0.04186 0.364
H -4.84153 4.61459 -1.37053 0.334
H 0.66455 1.10013 -2.10956 0.769
H 7.62902 -4.76703 -0.38383 0.245
H 7.44759 -1.43480 1.04630 0.413
H -5.36346 -5.46658 -1.48547 0.330
H -1.61433 3.17257 -1.36203 0.296
H -4.16820 -6.37168 -0.51362 0.327
H -2.17836 6.08730 0.61400 0.302
```



Which of them is least stable? Easy: b.



a | C4H6NO3 | the ωB97M-V functional and the def2-TZVPD basis

Summary:
* SMILES string: N[C@H](C=O)CC(=O)[O-]
* charge: -1
* LUMO: 3.787 eV
* HOMO-LUMO gap: 8.0 eV

Structure (XYZ):
```
14
Properties=species:S:1:pos:R:3:mulliken_charge:R:1
O -0.86240 0.38088 -2.29467 -0.704
O -0.50507 0.79866 2.73020 -0.516
O 0.12117 -1.65133 -2.51373 -0.740
N 1.44642 0.79096 0.62187 -0.725
C 0.02755 0.47763 0.37251 0.373
C -0.34316 -0.66357 -1.89384 0.567
C -0.84033 0.72724 1.57006 -0.293
C -0.19607 -0.89678 -0.29059 -0.767
H -1.90883 0.84532 1.30908 0.339
H 1.86129 0.91263 -0.29228 0.309
H -1.09132 -1.37595 0.11768 0.314
H 1.93251 0.00282 1.03705 0.259
H -0.25512 1.24589 -0.36604 0.320
H 0.61335 -1.59439 -0.10731 0.264
```



b | C4H6NO3 | the ωB97M-V functional and the def2-TZVPD basis

Summary:
* charge: -1
* LUMO: 2.824 eV
* HOMO-LUMO gap: 7.2 eV

Structure (XYZ):
```
14
Properties=species:S:1:pos:R:3:mulliken_charge:R:1
O -3.26653 1.07052 0.53968 -0.653
O -2.93001 -0.84945 -0.59388 -0.663
O 3.11055 0.06459 0.51948 -0.518
N 1.40783 0.78774 -1.03000 -0.456
C -2.80541 0.37558 -0.38230 0.064
C 0.50552 0.06744 -0.39787 0.131
C 2.56015 0.08570 -0.55150 0.122
C 0.19673 -0.22172 1.01654 -1.020
H 0.58504 -1.23311 1.22637 0.330
H -0.87157 -0.28053 1.23194 0.322
H 3.12290 -0.46776 -1.33089 0.369
H -2.17611 0.91965 -1.14213 0.304
H -0.11280 -0.70826 -0.88987 0.344
H 0.67372 0.38961 1.78444 0.324
```



Which of them is least stable? Easy: b.



a | C22H21N3O4S | the ωB97M-V functional and the def2-TZVPD basis

Summary:
* SMILES string: COCCn1c(SCC(=O)Nc2ccc(C)cc2)nc2c(oc3ccccc32)c1=O
* LUMO: 0.192 eV
* HOMO-LUMO gap: 8.5 eV

Structure (XYZ):
```
51
Properties=species:S:1:pos:R:3:mulliken_charge:R:1
S 1.14521 -1.97332 -2.06501 -0.162
O 1.63752 -5.96755 -0.37214 -0.388
O -0.15232 -3.20541 2.57734 -0.670
O -2.16001 -0.96849 2.54698 -0.503
O -0.86906 1.26506 -2.77420 -0.660
N 1.16011 1.04714 -1.73962 -0.002
N -0.73287 -0.83235 -0.69953 -0.129
N 0.36762 -2.57665 0.44054 0.165
C 0.23637 3.13921 -0.85510 -0.198
C -1.46813 -0.62353 0.41293 0.845
C -1.31556 -1.37935 1.56624 0.314
C 1.34268 -3.64591 0.38117 -1.499
C 2.36924 2.32241 -0.11796 -0.643
C 2.49875 3.41432 0.71749 -0.875
C -3.84280 0.81658 2.66043 -1.027
C 0.71859 -4.92365 -0.21524 -0.125
C -2.48193 0.34028 0.69350 0.441
C 1.50474 4.38255 0.78573 0.775
C -2.86239 0.06881 2.02573 -0.116
C 1.23672 2.17594 -0.91394 0.821
C -0.37211 -2.45630 1.65333 0.138
C 0.14219 -1.77698 -0.63248 0.399
C 0.11851 0.62687 -2.49844 0.482
C -3.07975 1.37272 -0.02330 -0.088
C -4.05011 2.11255 0.61588 -0.852
C -4.42447 1.83684 1.93368 -0.364
C 0.37662 4.22275 -0.00938 -0.879
C 0.34802 -0.74577 -3.13853 -0.792
C 1.63567 5.55678 1.70700 -1.436
C 2.50924 -5.83052 -1.46927 -0.593
H 0.24459 -4.67863 -1.17907 0.300
H 3.23381 -5.02213 -1.32583 0.258
H 3.04263 -6.77538 -1.55011 0.257
H -0.04314 -5.29715 0.47415 0.287
H 3.38626 3.51471 1.32559 0.356
H 2.68110 5.78026 1.90602 0.374
H 1.14882 5.34060 2.65865 0.280
H -4.53653 2.92189 0.09291 0.421
H 3.15262 1.57726 -0.15653 0.361
H 1.00723 -0.64948 -4.00329 0.439
H -0.40900 4.96327 0.02922 0.358
H 1.95257 -5.64432 -2.39514 0.262
H -0.64047 3.03573 -1.47030 0.449
H -4.13018 0.60204 3.67683 0.470
H -5.19145 2.43892 2.39734 0.391
H -0.61588 -1.13887 -3.45948 0.359
H 1.93491 0.40300 -1.63693 0.181
H -2.77726 1.56536 -1.04022 0.574
H 2.19274 -3.31706 -0.22117 0.543
H 1.16074 6.43735 1.28055 0.372
H 1.66960 -3.85240 1.40296 0.329
```



b | C22H21N3O4S | the ωB97M-V functional and the def2-TZVPD basis

Summary:
* SMILES string: O=C(NCCc1c[nH]c2ccccc12)c1ccc(S(=O)(=O)NCc2ccco2)cc1
* LUMO: 0.269 eV
* HOMO-LUMO gap: 8.2 eV

Structure (XYZ):
```
51
Properties=species:S:1:pos:R:3:mulliken_charge:R:1
S -3.05305 1.43570 -0.56865 1.455
O -3.49255 1.41676 0.79032 -0.685
O -5.70282 -0.56645 0.65486 -0.395
O 2.38377 -2.56866 -0.14226 -0.662
O -2.79550 2.69834 -1.19679 -0.712
N -4.19632 0.70426 -1.54073 -0.420
N 3.04993 -1.03720 -1.67382 -0.157
N 3.13394 0.17660 2.55996 0.034
C 2.13297 -1.62271 -0.86112 -0.092
C -4.64298 -1.08414 0.01002 0.328
C -5.65150 -1.00324 1.91965 -0.529
C -3.91623 -1.87112 0.85585 -0.113
C -4.57821 -1.81734 2.10593 -0.512
C 4.09605 0.33007 0.54286 0.387
C 2.90706 1.12600 0.54040 1.615
C 4.18414 -0.22796 1.78476 -0.770
C 0.78109 -0.97878 -0.89630 0.563
C 4.98052 0.05624 -0.63019 -0.968
C 0.26443 -0.33727 -2.01866 -0.311
C 0.07069 -0.96047 0.30037 -1.314
C -1.58652 0.41595 -0.71177 0.374
C -4.42714 -0.72329 -1.42013 -0.827
C -1.11141 -0.25069 0.39871 -0.242
C 4.46248 -1.17373 -1.40216 -0.941
C 0.51579 2.38404 1.19116 -0.549
C 1.08223 2.53671 -0.07753 -0.834
C 2.32747 0.99618 1.82600 -0.915
C -0.92576 0.36169 -1.92364 -0.962
C 2.26868 1.92478 -0.41090 -0.117
C 1.13337 1.62362 2.15967 -0.919
H 6.00214 -0.13874 -0.30233 0.417
H 0.78148 -0.38676 -2.96583 0.578
H -1.66673 -0.18097 1.31987 0.764
H -3.02839 -2.42108 0.61704 0.617
H -5.32250 -0.96153 -2.00493 0.491
H 2.78305 -0.16848 -2.11235 0.317
H 4.57884 -2.07496 -0.79717 0.451
H 4.99019 0.92358 -1.29406 0.341
H -0.42421 2.86964 1.40419 0.465
H 2.96800 -0.10896 3.50959 0.191
H -1.32909 0.89628 -2.76997 0.487
H 0.56514 3.14563 -0.80386 0.433
H -4.28948 -2.31366 3.00935 0.430
H 0.70206 1.51078 3.14320 0.419
H 4.93090 -0.89247 2.17481 0.432
H 5.00673 -1.29443 -2.34309 0.381
H -6.42417 -0.67370 2.58521 0.488
H 0.47971 -1.48767 1.14843 0.477
H 2.70154 2.07050 -1.39154 0.450
H -3.58176 -1.31440 -1.80433 0.240
H -4.11804 1.03749 -2.48813 0.319
```



Which of them is least stable? Easy: b.



a | C3H4ClN3 | the ωB97M-V functional and the def2-TZVPD basis

Summary:
* SMILES string: Nc1nc[nH]c1Cl
* LUMO: 0.793 eV
* HOMO-LUMO gap: 7.9 eV

Structure (XYZ):
```
11
Properties=species:S:1:pos:R:3:mulliken_charge:R:1
Cl -1.77131 -1.40825 1.44495 -0.196
N 0.95317 0.56868 -0.85682 -0.590
N -1.39921 0.94679 -1.30338 -0.397
N 0.87978 -0.76395 1.03614 -0.063
C -0.39012 -0.40597 0.91899 -0.150
C 1.64642 -0.12702 0.07332 -0.150
C -0.29701 0.59188 -0.58687 0.459
H -1.53435 1.82740 -1.70617 0.232
H -2.15174 0.26131 -1.04746 0.231
H 2.70686 -0.36280 0.16496 0.366
H 1.35752 -1.12807 1.86233 0.258
```



b | C3H4ClN3 | the ωB97M-V functional and the def2-TZVPD basis

Summary:
* LUMO: -2.131 eV
* HOMO-LUMO gap: 8.3 eV

Structure (XYZ):
```
11
Properties=species:S:1:pos:R:3:mulliken_charge:R:1
Cl -2.53355 -0.39297 -0.05343 -0.056
N 0.15794 -2.22217 0.22701 -0.403
N 3.22379 0.21537 -0.10885 -0.366
N -0.74564 -0.02126 -0.18602 -0.125
C -0.49341 1.38522 -0.08437 -0.691
C 2.16883 -0.21529 -0.02427 -0.176
C 0.02036 -1.03004 0.05444 0.649
H -0.51685 -2.94926 0.37596 0.284
H -1.09736 1.89812 -0.83228 0.247
H -0.74751 1.76441 0.90962 0.269
H 0.56338 1.56788 -0.27782 0.368
```



Which of them is least stable? Easy: b.